Formula: C2H2FLuO
Source: OMol25
Level of theory: ωB97M-V/def2-TZVPD

The geometry in XYZ format:
```
7
Properties=species:S:1:pos:R:3:forces:R:3:lowdin_spin:R:1
C -0.802 0.189 -0.177 1.169 1.964 -0.962 0.10
C 0.312 -0.561 -0.467 -0.606 -0.612 -1.285 0.15
O 0.505 -0.733 0.877 2.195 1.569 2.597 0.20
H -1.857 0.021 -0.379 -0.047 0.308 0.397 0.01
F -0.490 1.478 0.275 -0.992 -1.361 0.182 0.05
H 0.200 -1.475 -1.063 0.515 0.428 -0.125 0.00
Lu 2.132 1.081 0.933 -2.234 -2.295 -0.805 0.48
```
Forces are in eV/Å.

Spin multiplicity: 2
Charge: +1
⟨S²⟩: 0.81
Relative energy (zero: lowest compared OMol25 entry of this formula, charge and spin), eV: 2.0108